Here is 6 unconnected molecules or ions with the total composition C24H30N6 at a distorted geometry from the OMol25 dataset. Energies are from ωB97M-V/def2-TZVPD.

Calculated values
ΔE to the lowest compared entry with this formula, charge and spin ... 72.4 kcal/mol
Total energy ... -34310.6992 eV
Orbital gap ... 8.36 eV
Multiplicity ... 1

```
60
Properties=species:S:1:pos:R:3:forces:R:3:nbo_charge:R:1
C -2.15534 4.51362 3.95233 -1.5 -1.2 0.0 -0.314
C -0.79965 4.40226 3.78230 4.0 -0.3 -0.8 -0.292
C -0.37578 3.07740 3.51208 -2.9 0.8 1.6 -0.093
N -1.55615 2.35809 3.70480 -0.7 0.7 -1.2 -0.506
C -2.64780 3.23230 3.82569 0.9 -0.8 0.5 -0.070
H -2.77769 5.36123 4.19862 0.3 0.1 -0.2 0.228
H -0.06938 5.19396 3.86182 -0.1 0.2 -0.1 0.212
H 0.53802 2.51840 3.37462 0.1 0.6 0.1 0.216
H -1.62744 1.36046 3.56422 -0.2 0.3 -0.1 0.408
H -3.67703 2.90648 3.85617 0.2 -0.3 0.1 0.210
C 0.87263 0.02373 -2.59072 1.4 -1.8 2.1 -0.308
C 0.55917 0.95899 -3.54095 -1.6 -0.4 -1.5 -0.300
C 1.21138 2.08272 -3.21764 0.3 3.1 -0.5 -0.078
N 1.88481 1.89501 -2.07062 1.4 0.0 0.8 -0.492
C 1.77194 0.60819 -1.70809 -1.1 -1.3 0.5 -0.087
H 0.57012 -1.00800 -2.48864 -0.2 0.1 -0.3 0.217
H -0.18133 0.79971 -4.31081 0.3 0.3 -0.2 0.223
H 1.26305 3.06775 -3.65745 -0.3 -0.2 -0.2 0.207
H 2.46955 2.52726 -1.54294 -0.2 0.2 -0.6 0.414
H 2.23168 0.22160 -0.81054 0.0 0.0 -0.1 0.203
C 3.86308 7.91595 -1.15538 1.9 -0.7 -2.6 -0.306
C 3.91524 7.91704 0.19490 0.9 -2.5 3.6 -0.296
C 4.91075 6.95239 0.58137 0.4 1.2 0.2 -0.091
N 5.61725 6.58600 -0.53011 -2.0 0.6 -0.6 -0.498
C 4.94359 7.11593 -1.59204 -0.4 0.7 -1.3 -0.087
H 3.18596 8.45944 -1.79767 0.2 0.0 0.0 0.227
H 3.25252 8.40541 0.89398 0.0 -0.1 -0.1 0.224
H 5.31191 6.48116 1.46647 -0.6 0.7 0.6 0.204
H 6.45386 6.02077 -0.55671 -0.4 0.1 0.0 0.420
H 5.28268 6.96543 -2.60632 0.0 -0.1 0.1 0.203
C -0.01748 -3.28309 6.07696 -0.8 1.3 -3.2 -0.295
C 0.44693 -3.41116 7.33808 1.7 -0.5 1.8 -0.309
C 1.83615 -3.49637 7.23301 -0.2 -0.6 1.9 -0.079
N 2.16596 -3.38123 5.94499 0.8 0.4 -1.5 -0.484
C 1.07142 -3.14673 5.18842 -1.9 -0.9 0.5 -0.105
H -1.07349 -3.20506 5.86448 0.1 0.1 -0.4 0.216
H -0.18523 -3.44596 8.21304 0.4 -0.1 0.1 0.225
H 2.58779 -3.70149 7.98091 -0.1 0.1 0.0 0.208
H 3.04580 -3.56445 5.48410 0.1 0.2 0.7 0.414
H 1.13597 -3.03302 4.11636 -0.1 -0.1 0.2 0.209
C -0.16921 -5.12766 -6.71275 2.9 3.8 3.2 -0.298
C -0.99392 -6.00969 -7.24086 -2.8 -2.8 -1.5 -0.307
C -0.27711 -7.18208 -7.33149 -1.9 -1.8 -1.4 -0.087
N 0.92862 -6.99422 -6.80921 0.7 -2.3 -0.6 -0.480
C 0.99855 -5.76676 -6.36404 1.8 2.7 0.7 -0.085
H -0.36218 -4.11042 -6.40552 -0.2 0.0 -0.1 0.217
H -2.05050 -5.82785 -7.37111 0.1 -0.3 -0.5 0.225
H -0.48982 -8.15521 -7.74884 -0.4 0.2 0.0 0.200
H 1.69243 -7.61951 -7.02304 -0.1 0.2 0.5 0.413
H 1.91050 -5.46712 -5.86911 -0.2 0.5 -0.1 0.203
C -6.16983 -1.19281 -0.03663 -0.4 -1.6 -1.3 -0.299
C -5.05232 -1.55932 -0.84293 1.4 -1.0 1.5 -0.310
C -4.72899 -2.87616 -0.50152 0.2 0.5 -0.6 -0.073
N -5.70045 -3.39570 0.29709 -0.9 1.2 -0.6 -0.513
C -6.65753 -2.40097 0.46723 0.3 0.6 1.0 -0.083
H -6.58603 -0.19684 -0.00190 -0.4 -0.3 0.1 0.226
H -4.36992 -0.94869 -1.41552 -0.2 0.2 0.1 0.222
H -3.84023 -3.46514 -0.67363 -0.1 0.1 -0.4 0.205
H -5.73957 -4.36204 0.58822 -0.2 0.4 0.0 0.416
H -7.59772 -2.59377 0.96247 0.2 0.0 0.2 0.208
```
Forces are in eV/Å.